# 1
The following is a DFT calculation (ωB97M-V with the def2-TZVPD basis set) of a structure of composition C22H39Cl3GaN3O3Si.

Calculated values
Highest occupied orbital energy (eV): -8.10
Charge: 0
Largest force on an atom (eV Å⁻¹): 13.613
Gap between HOMO and LUMO (eV): 8.252
Calculated total energy (eV): -131885.140

Geometry as XYZ:
```
72
C22H39Cl3GaN3O3Si (ωB97M-V with the def2-TZVPD basis set)
C -0.52736 -1.70976 -2.83554
C 0.83370 -1.18297 -3.15627
H -1.25264 -1.54806 -3.62855
H -0.90244 -1.25766 -1.91920
H -0.47842 -2.78491 -2.64629
C 1.24684 -0.77987 -4.35975
C 0.47138 -0.75992 -5.63332
H 2.27300 -0.44005 -4.45109
H -0.56414 -1.06506 -5.51099
H 0.92295 -1.42367 -6.37475
H 0.47337 0.23777 -6.08013
Ga 0.97643 0.12580 0.67404
Cl 1.52252 -2.04566 1.27067
Cl -1.29828 -0.33198 0.58839
H 0.99288 1.21686 6.16131
H -0.39194 -0.98721 6.41812
C 0.33286 1.45010 5.32537
C -0.96928 -0.64308 5.55926
N -0.17280 0.23183 4.72685
H 0.88253 2.00521 4.57509
C 0.07068 -0.07030 3.44867
O 0.75051 0.64495 2.69467
H -1.28737 -1.50732 4.98494
H -0.37230 -1.00099 3.09828
H -0.49255 2.05923 5.69400
H -1.85502 -0.12271 5.92494
H -0.87977 1.23565 -2.71388
H 1.15613 2.24948 -3.80781
C -0.93604 2.08646 -2.03975
C 1.00683 3.11255 -3.15874
N 0.38006 2.68987 -1.92500
H -1.25846 1.73202 -1.06915
C 1.06554 2.64316 -0.79135
O 0.65074 2.18694 0.28834
H 1.97114 3.56857 -2.95261
H 2.07013 3.08094 -0.86442
H -1.63846 2.81994 -2.43484
H 0.37761 3.83778 -3.67268
O 1.30089 -0.00460 -1.16823
C 1.72999 -1.09839 -1.92784
C 3.83502 0.23141 -2.36381
C 3.20216 -1.00199 -2.25483
H 3.25475 1.12085 -2.16805
C 5.17840 0.31706 -2.70014
H 1.58726 -2.02668 -1.36356
C 3.95542 -2.15324 -2.46415
H 5.65110 1.28752 -2.79337
C 5.91769 -0.83763 -2.91955
C 5.30129 -2.07597 -2.79138
H 3.47623 -3.12008 -2.36964
H 6.96604 -0.77466 -3.18290
H 5.87058 -2.98296 -2.95095
Si -6.44643 -0.78903 1.44344
Cl -6.87985 -1.22747 -0.56627
C -6.23419 1.06162 1.57190
C -4.87299 -1.69448 1.87998
C -7.89077 -1.38817 2.46402
H -5.42245 1.41184 0.93674
H -6.00494 1.35297 2.59761
H -7.13999 1.58510 1.27149
H -8.81399 -0.89026 2.17325
H -7.72308 -1.18891 3.52299
H -8.04046 -2.45996 2.34615
H -4.04457 -1.37390 1.25080
H -4.98779 -2.76965 1.75486
H -4.59588 -1.50693 2.91805
C 4.88903 0.62992 3.37503
C 3.64511 0.46965 2.51632
N 2.61316 0.33669 1.80392
H 4.96250 -0.22282 4.08074
H 4.82316 1.57851 3.94638
H 5.78707 0.65072 2.72414
```

# 2
The following is a DFT calculation (ωB97M-V with the def2-TZVPD basis set) of a structure of composition C22H39F2MoN5Sb.

Calculated values
Highest occupied orbital energy (spin up / spin down) (eV): -15.75 / -16.07
Charge: +3
Spin multiplicity: 3
Largest force on an atom (eV Å⁻¹): 0.431
Gap between HOMO and LUMO (spin up / spin down) (eV): 6.792 / 6.419
Calculated total energy (eV): -44698.702

Geometry as XYZ:
```
70
C22H39F2MoN5Sb (ωB97M-V with the def2-TZVPD basis set)
Mo -0.35799 0.34001 -0.45912
C -3.45598 0.05725 -1.60806
N -2.15684 -0.59970 -1.30321
C -1.34116 -0.65454 -2.53621
C -2.30557 -1.88235 -0.60774
C -3.52045 -2.51586 -0.42450
C -3.56619 -3.70577 0.28969
C -2.40390 -4.23294 0.83505
C -1.18703 -3.58970 0.65741
C -1.12027 -2.41384 -0.08427
N 0.02958 -1.62438 -0.30089
C 1.31419 -2.14261 -0.54222
C 1.65060 -3.49864 -0.58320
C 2.95969 -3.89222 -0.80397
C 3.96104 -2.94959 -0.99794
C 3.63008 -1.60514 -1.02252
C 2.31982 -1.20826 -0.80928
N 1.90092 0.19452 -1.01650
C 2.00442 0.47959 -2.48673
C 2.84162 1.12125 -0.32835
H -4.00876 -0.55242 -2.32222
H -3.26845 1.03392 -2.04500
H -4.04439 0.17952 -0.70532
H -1.93604 -0.38519 -3.40732
H -0.85647 -1.61383 -2.67963
H -0.56493 0.16395 -2.52362
H -4.43874 -2.11621 -0.83019
H -4.51119 -4.21408 0.42054
H -2.44512 -5.14999 1.40729
H -0.29707 -4.00110 1.11324
H 0.88941 -4.25551 -0.47307
H 3.19675 -4.94722 -0.83431
H 4.98288 -3.25867 -1.16796
H 4.40645 -0.88410 -1.24317
H 3.05083 0.46843 -2.79445
H 1.58613 1.45842 -2.71418
H 1.49126 -0.29506 -3.05171
H 3.83129 1.07566 -0.78102
H 2.96467 0.84984 0.71889
H 2.49149 2.14627 -0.40737
F -2.80741 2.11869 0.07130
C -2.01320 1.24214 0.73760
F -1.61665 1.93421 1.88225
H -2.66358 0.43191 1.09500
N 0.96967 -0.39326 4.88298
C -0.27946 -0.14962 4.06403
C -0.19828 -0.58290 2.60109
N 0.42727 0.39186 1.66259
H 0.80357 -0.12803 5.85986
H 1.77657 0.14816 4.56693
H 1.23542 -1.38179 4.88695
H -0.52719 0.90804 4.15126
H -1.07006 -0.71563 4.55338
H -1.22747 -0.74900 2.28977
H 0.30095 -1.54625 2.48649
H 1.42609 0.21819 1.59399
H 0.29707 1.33884 2.01013
C -1.70985 4.50347 -1.22151
Sb -0.05344 3.24608 -0.81424
C 1.30640 4.02450 -2.25839
C 0.71843 4.12972 0.96648
H -1.31411 5.49400 -1.43995
H -2.37254 4.54880 -0.36211
H -2.25811 4.13234 -2.08460
H 1.30735 5.10683 -2.13216
H 0.95807 3.79270 -3.26423
H 2.32317 3.65855 -2.13186
H 0.96844 5.16738 0.74924
H 1.62056 3.62199 1.30794
H -0.04422 4.10833 1.74292
```

# 3
The following is a DFT calculation (ωB97M-V with the def2-TZVPD basis set) of a structure of composition C22H39F4N3O20S4Y.

Calculated values
Highest occupied orbital energy (eV): -12.11
Charge: +1
Largest force on an atom (eV Å⁻¹): 11.400
Gap between HOMO and LUMO (eV): 6.482
Calculated total energy (eV): -124108.983

Geometry as XYZ:
```
93
C22H39F4N3O20S4Y (ωB97M-V with the def2-TZVPD basis set)
Y -10.08949 -20.67426 -6.70282
N -9.91413 -22.84619 -7.16309
S -10.89039 -23.95260 -7.59674
O -11.23975 -25.07450 -6.71004
O -10.96274 -24.09129 -9.05765
F -12.17550 -23.05320 -7.27665
S -8.68876 -24.01418 -7.36783
O -8.12535 -24.07433 -8.70781
O -8.52935 -25.15611 -6.41939
F -7.60746 -23.03677 -6.74984
N -8.77953 -19.61835 -5.32237
S -8.95426 -18.58951 -4.15116
O -8.52793 -17.25869 -4.52633
O -8.84612 -19.17766 -2.81215
F -10.56215 -18.49018 -4.33655
S -7.04379 -19.54198 -5.19632
O -6.35163 -19.51702 -3.93020
O -6.41451 -18.81357 -6.26943
F -6.63469 -21.01886 -5.65984
O -5.86297 -13.66034 -6.77527
C -4.92376 -13.87279 -6.05188
O -5.04205 -14.31504 -4.74604
C -6.35345 -14.69759 -4.22807
C -7.12248 -13.53404 -3.55498
C -3.49092 -13.53462 -6.42640
H -6.10273 -15.39797 -3.43139
H -6.99250 -15.16826 -4.97519
H -7.64964 -13.06424 -4.38534
H -6.50438 -12.77459 -3.07612
H -7.78803 -13.89585 -2.77124
H -3.36758 -13.43756 -7.50503
H -2.90014 -14.36295 -6.03530
H -3.22941 -12.65104 -5.84418
O -10.24669 -18.51880 -7.46317
C -10.13076 -17.34138 -7.79643
O -11.05918 -16.38044 -7.79572
C -12.34541 -16.52422 -7.23601
C -12.36798 -16.05662 -5.77269
C -8.86838 -16.87925 -8.37809
H -12.64226 -17.57032 -7.31132
H -13.12763 -16.02272 -7.80584
H -12.01841 -15.02422 -5.76591
H -11.76383 -16.73953 -5.17541
H -13.36593 -16.17896 -5.35169
H -8.44959 -15.96446 -7.95872
H -9.13934 -16.78320 -9.42950
H -8.09098 -17.60242 -8.13159
O -11.29231 -15.54777 0.52598
C -10.77501 -15.87619 -0.57735
O -11.38555 -16.42262 -1.73548
C -12.70096 -16.93745 -1.70223
C -13.84599 -15.94597 -2.05048
C -9.29552 -15.62313 -0.81626
H -12.91254 -17.35475 -0.71774
H -12.62392 -17.79364 -2.37238
H -13.89006 -15.12601 -1.33365
H -14.79646 -16.47157 -2.14236
H -13.55299 -15.50484 -3.00319
H -9.13537 -15.79634 -1.88042
H -8.67523 -16.34133 -0.28004
H -9.01841 -14.61561 -0.50607
C -8.80141 -19.13636 2.98483
C -9.63527 -18.71174 1.80405
C -8.91185 -18.97768 0.42696
C -8.34489 -20.33408 0.28430
N -7.77042 -21.34943 0.26179
H -8.92327 -20.20861 3.13820
H -9.21404 -18.58655 3.83073
H -7.74165 -18.90522 2.87721
H -9.78079 -17.63236 1.84723
H -10.57010 -19.25388 1.66170
H -8.06093 -18.30453 0.32257
H -9.56519 -18.87634 -0.43964
C -11.55294 -21.61008 -1.03621
C -12.54086 -22.38168 -1.80120
O -11.94331 -22.66787 -3.04302
C -10.97070 -21.77138 -3.22503
O -10.28173 -21.67237 -4.28708
O -10.81876 -21.09478 -2.13469
H -10.89577 -22.25994 -0.45836
H -12.06742 -20.82539 -0.48152
H -13.43873 -21.77083 -1.89499
H -12.67632 -23.35910 -1.33818
C -5.82302 -22.37171 -2.13945
C -7.08858 -23.23190 -2.34634
O -6.82409 -23.76710 -3.61205
C -5.49332 -23.73567 -3.89747
O -5.03083 -24.27662 -4.90480
O -4.86612 -22.98754 -2.98418
H -5.60494 -22.36178 -1.07153
H -6.00561 -21.35338 -2.48261
H -8.00138 -22.68128 -2.57375
H -7.36238 -23.99352 -1.61623
```

# 4
The following is a DFT calculation (ωB97M-V with the def2-TZVPD basis set) of the ion C22H39N2O4 with charge +1.

Calculated values
Highest occupied orbital energy (eV): -12.21
Charge: +1
Largest force on an atom (eV Å⁻¹): 1.029
Gap between HOMO and LUMO (eV): 9.898
SMILES: CCOC(=O)N1CC[NH+](C[C@H](O)COCC[C@]23C[C@H]4C[C@H](C[C@H](C4)C2)C3)CC1
Calculated total energy (eV): -34612.758

Geometry as XYZ:
```
67
C22H39N2O4 (ωB97M-V with the def2-TZVPD basis set)
C 3.08481 -0.95005 4.44036
C 4.19397 -1.08071 3.41523
O 3.68625 -0.63622 2.14481
C 4.41677 -0.95743 1.07729
O 5.41671 -1.62512 1.07727
N 3.89264 -0.41705 -0.07638
C 2.59103 0.19062 -0.16856
C 1.65048 -0.74328 -0.93038
N 2.21120 -1.02428 -2.27186
C 1.25865 -1.73647 -3.15746
C 0.55461 -0.71854 -4.07099
O 1.57581 0.14574 -4.53216
C -0.54807 0.09082 -3.33997
O -1.16619 -0.71199 -2.36505
C -2.57569 -0.54851 -2.22877
C -3.01765 0.78050 -1.61060
C -2.90281 0.90340 -0.07837
C -3.24357 2.34773 0.31287
C -3.14886 2.52597 1.82739
C -4.13418 1.58346 2.51445
C -3.79192 0.14276 2.14215
C -2.37293 -0.18158 2.60635
C -1.39005 0.76620 1.92179
C -1.72824 2.20887 2.29122
C -1.48508 0.58716 0.40630
C -3.88839 -0.03468 0.62628
C 3.52922 -1.68849 -2.13174
C 4.47249 -0.77251 -1.34582
H 2.75334 0.08256 4.50769
H 3.45534 -1.26452 5.41079
H 2.23718 -1.57364 4.16819
H 5.05451 -0.45852 3.67936
H 4.53413 -2.11583 3.31468
H 2.20683 0.37155 0.83441
H 2.67614 1.15175 -0.69075
H 0.65604 -0.31203 -1.03371
H 1.56363 -1.69311 -0.39790
H 2.38246 -0.12820 -2.76098
H 1.81460 -2.43654 -3.78166
H 0.51759 -2.27641 -2.56886
H 0.10489 -1.27806 -4.89931
H 1.26172 0.67637 -5.27134
H -0.08383 0.97751 -2.87867
H -1.27961 0.44370 -4.07587
H -3.03922 -0.65963 -3.21744
H -2.88562 -1.39026 -1.60876
H -4.06415 0.93059 -1.88198
H -2.44536 1.58849 -2.07445
H -4.25357 2.58932 -0.02377
H -2.55461 3.03816 -0.18105
H -3.39302 3.56196 2.08309
H -4.07948 1.71146 3.59685
H -5.15337 1.81725 2.20125
H -4.49830 -0.53821 2.62773
H -2.30220 -0.06962 3.68950
H -2.12701 -1.21770 2.36044
H -0.36881 0.53350 2.24956
H -1.65141 2.34268 3.37145
H -1.01928 2.89332 1.81853
H -1.23548 -0.44403 0.14855
H -0.77439 1.25854 -0.08620
H -3.67244 -1.07487 0.37339
H -4.90487 0.18545 0.29420
H 3.94362 -1.88568 -3.12107
H 3.38927 -2.63312 -1.60233
H 5.41535 -1.28722 -1.14681
H 4.67839 0.13671 -1.92246
```